{
  "formula": "C11H25CeFNO2P2",
  "method": "ωB97M-V/def2-TZVPD",
  "elements": ["C", "C", "N", "C", "C", "C", "C", "P", "Ce", "P", "C", "O", "O", "H", "H", "H", "C", "C", "H", "H", "H", "H", "C", "C", "H", "H", "H", "H", "H", "H", "H", "H", "H", "H", "H", "H", "H", "H", "H", "H", "H", "H", "F"],
  "coordinates": [[-0.78836, 0.71606, -4.01716], [-0.88284, 0.22648, -2.66823], [0.01249, 0.69018, -1.70284], [0.82949, 1.71655, -2.04095], [0.82899, 2.31589, -3.29425], [0.02534, 1.80415, -4.30330], [-2.00937, -0.54132, -2.32987], [-2.49227, -1.01154, -0.66996], [-0.16575, -0.26118, 0.77853], [2.32617, 1.29000, 0.39065], [1.67967, 2.39110, -0.97600], [-0.19670, -3.04870, -3.26989], [-0.26937, -4.35373, -0.66886], [-1.39028, 0.21770, -4.76974], [1.45118, 3.20722, -3.42277], [0.05309, 2.23682, -5.30039], [-3.87814, 0.14064, -0.68485], [-3.26279, -2.64985, -0.62205], [2.55142, 2.87192, -1.44307], [1.09191, 3.17927, -0.46919], [-1.08710, -2.71796, -3.49655], [-2.74531, -0.67346, -3.12904], [2.83415, 2.53701, 1.64465], [3.94935, 0.80066, -0.31176], [1.10470, -1.86441, 0.17254], [0.65741, -4.47932, -0.43963], [-0.14292, -3.75701, -1.43947], [0.19854, -3.26898, -4.13496], [-0.94626, 1.39250, 0.92317], [1.82487, -1.61487, -0.16850], [-4.64751, -0.27766, -1.32941], [-4.26590, 0.29070, 0.31437], [-3.54307, 1.09401, -1.09213], [-4.01553, -2.72919, -1.41333], [-2.49052, -3.41916, -0.74561], [-3.74056, -2.75966, 0.36339], [4.65094, 1.65032, -0.32896], [4.36313, -0.00025, 0.31973], [3.81506, 0.41040, -1.33181], [3.77445, 3.03372, 1.35458], [2.03088, 3.27925, 1.77150], [2.97685, 1.99394, 2.59283], [-0.05884, -1.01654, 2.68227]],
  "forces_ev_per_a": [[1.0, 1.0, -0.2], [-1.1, 0.0, 0.4], [0.0, -0.7, 0.8], [0.1, 1.0, -0.7], [0.8, 0.4, 1.6], [-1.2, -1.6, -0.5], [1.4, -0.7, -0.3], [-0.1, 0.7, -1.8], [-0.4, 0.0, 0.1], [0.5, 1.3, -0.9], [0.0, -0.3, 0.5], [-0.2, 0.1, -0.8], [0.6, 1.2, -0.4], [0.0, 0.3, 0.0], [-0.2, -0.5, -0.2], [-0.1, -0.1, 0.1], [-0.5, 0.3, 1.0], [0.1, -0.2, 0.1], [-0.3, 0.0, 0.1], [0.1, -0.3, -0.2], [0.5, 0.0, 0.3], [0.2, -0.2, 0.3], [-0.2, -0.3, 0.3], [0.0, -0.7, 0.2], [3.0, -0.5, -1.4], [0.0, -0.5, 0.4], [-0.5, -0.6, -0.1], [-0.1, 0.0, 0.6], [-0.3, 1.1, 0.3], [-2.0, -0.7, 0.9], [-0.1, 0.0, 0.0], [-0.5, 0.1, 0.2], [0.0, -0.1, 0.1], [0.1, 0.0, 0.1], [-0.3, 0.1, 0.1], [0.1, -0.1, -0.3], [-0.4, -0.3, 0.0], [0.1, 0.3, -0.3], [0.0, 0.1, 0.3], [-0.4, -0.2, 0.1], [0.3, -0.3, 0.0], [0.1, 0.4, -0.2], [0.0, 0.3, -0.8]],
  "total_charge": 1,
  "total_energy_ev": -51612.9659,
  "e_homo_ev": [-9.64, -9.63]
}

{
  "formula": "C20H32BN5O4P",
  "method": "ωB97M-V/def2-TZVPD",
  "elements": ["C", "C", "O", "N", "C", "C", "C", "C", "N", "C", "B", "N", "O", "C", "C", "C", "C", "C", "C", "C", "C", "C", "N", "C", "C", "C", "O", "O", "C", "P", "N", "H", "H", "H", "H", "H", "H", "H", "H", "H", "H", "H", "H", "H", "H", "H", "H", "H", "H", "H", "H", "H", "H", "H", "H", "H", "H", "H", "H", "H", "H", "H", "H"],
  "coordinates": [[2.27996, 4.22832, 4.41374], [1.97795, 2.90739, 5.33564], [1.29778, 3.12792, 6.49538], [2.41653, 1.48710, 5.05811], [2.07536, 1.02407, 3.65922], [0.54355, 0.46137, 3.48301], [-0.36770, 1.70028, 2.91551], [-1.44581, 1.25184, 1.72799], [-0.87984, 0.26515, 0.73228], [-1.56930, -1.04685, 0.45009], [-2.92990, -1.76377, 1.01698], [-2.73474, -2.85497, 2.09796], [-4.32399, -1.45638, 0.63920], [-0.66849, -1.87464, -0.63575], [-1.01673, -3.34974, -1.25809], [-2.25291, -3.14186, -2.35231], [-2.23786, -1.68027, -3.09725], [-3.12956, -0.36384, -2.63557], [-3.08235, 1.10936, -3.41132], [-2.14020, 1.33093, -4.73571], [-1.26256, 0.00937, -5.25447], [-1.29569, -1.45279, -4.46032], [0.52908, -0.93563, -0.89536], [1.49752, -1.55410, -1.84073], [2.70431, -0.65434, -2.43232], [3.76083, -1.70213, -3.19325], [4.82749, -2.18186, -2.51472], [3.61847, -2.11480, -4.61160], [0.41352, 0.33788, -0.10857], [1.70308, 1.74076, -0.14263], [1.07350, 3.23314, 0.18044], [1.78374, 5.19584, 4.84642], [3.43512, 4.30625, 4.22703], [1.79212, 4.03662, 3.34104], [1.88089, 0.82117, 5.69244], [2.79887, 0.13304, 3.35479], [2.28569, 1.88740, 2.89793], [0.59240, -0.48154, 2.79195], [0.09076, 0.12265, 4.50943], [-1.05585, 2.04764, 3.82748], [0.26305, 2.65317, 2.62545], [-2.40759, 0.90122, 2.29164], [-1.77185, 2.21109, 1.09650], [-3.32428, -2.52580, 2.91929], [-1.74140, -2.87186, 2.42988], [-4.42794, -0.45922, 0.55650], [-0.09667, -3.87016, -1.80914], [-1.33324, -4.10362, -0.40372], [-2.19157, -4.05751, -3.10161], [-3.26659, -3.21536, -1.73934], [-3.85269, -0.42293, -1.71045], [-3.72915, 2.01880, -2.99487], [-2.10675, 2.37798, -5.27310], [-0.60153, 0.11592, -6.22013], [-0.65630, -2.36134, -4.83971], [1.93951, -2.53028, -1.31449], [0.87477, -1.96836, -2.77112], [3.34055, -0.20131, -1.53005], [2.41335, 0.20247, -3.17309], [4.54774, -2.45511, -4.84819], [2.36049, 1.91935, -1.44494], [2.73782, 1.36648, 0.83144], [0.04528, 3.12039, 0.30915]],
  "forces_ev_per_a": [[0.0, -1.5, -1.2], [-3.3, 0.8, 5.8], [4.1, -1.5, -6.8], [-2.4, 1.8, -0.9], [0.7, -1.1, -1.0], [0.3, 0.8, 0.0], [-1.2, 0.0, 0.8], [0.3, 2.5, 0.6], [1.5, -4.1, -3.3], [4.8, -0.3, -3.7], [-1.7, -0.9, 2.0], [0.1, 3.6, -0.7], [3.4, 1.3, 1.0], [-0.5, 4.5, 3.6], [0.4, 0.5, -0.4], [-0.6, 0.4, 0.4], [0.4, 3.7, -2.8], [2.0, 0.5, -2.6], [2.4, -2.8, -1.5], [-0.4, -4.3, 2.6], [-2.0, -0.3, 3.1], [-2.3, 3.2, 1.6], [-4.6, 0.0, 2.9], [1.1, -1.3, -1.8], [1.1, -0.6, 0.0], [5.5, -2.8, 1.7], [-6.9, 3.2, -4.2], [1.4, 1.4, 3.8], [-2.5, -4.0, -0.3], [-1.4, 3.6, 0.8], [-0.2, -3.2, -0.2], [1.2, -2.2, -0.5], [-2.3, 0.0, 0.5], [1.1, 0.5, 2.2], [1.1, 1.7, -0.5], [-1.3, 1.9, 0.8], [-0.5, -1.6, 1.5], [-0.3, 1.9, 1.1], [1.0, 0.6, -1.9], [1.4, -0.6, -2.1], [-1.2, -2.3, 0.2], [1.9, -0.1, -1.6], [0.7, -2.1, 1.5], [0.6, -1.1, -1.3], [-1.3, -0.1, -0.4], [0.1, -1.8, -0.2], [-1.9, 1.5, 1.3], [0.6, 1.9, -1.6], [-0.3, 2.2, 1.4], [2.1, 0.1, -1.4], [1.6, -0.1, -2.1], [1.5, -2.3, -1.0], [0.0, -2.5, 1.1], [-1.5, -0.3, 2.2], [-1.4, 2.0, 0.6], [-0.8, 2.4, -1.0], [1.2, 1.2, 2.1], [-1.2, -1.2, -2.2], [0.2, -1.8, 1.4], [-1.8, 0.5, 0.7], [-0.5, -1.2, 1.1], [-0.7, -0.2, -1.1], [1.0, 0.4, -0.1]],
  "total_charge": 1,
  "total_energy_ev": -46840.9375,
  "smiles": "CC(=O)NCCCCn1c(B(N)O)c(CCc2ccccc2)[n+](CCC(=O)O)c1[PH2]=N",
  "e_homo_ev": -11.33
}

{
  "formula": "C6H11N",
  "method": "ωB97M-V/def2-TZVPD",
  "elements": ["C", "C", "C", "C", "H", "H", "H", "H", "H", "H", "H", "H", "C", "C", "N", "H", "H", "H"],
  "coordinates": [[0.72499, -0.93462, 1.49834], [-0.34527, 0.01951, 1.06360], [-1.21568, -0.24046, 0.11105], [-1.65923, -1.47312, -0.59219], [0.43656, -1.88336, 1.24604], [0.79550, -1.05326, 2.56191], [1.66252, -0.79795, 0.90984], [-0.30774, 0.97593, 1.55490], [-1.91565, 0.52271, -0.12078], [-1.28151, -2.39849, 0.00101], [-1.17086, -1.51584, -1.54465], [-2.65982, -1.77355, -0.87231], [1.30055, 1.12796, -1.48049], [0.44483, 2.03156, -1.04133], [1.87236, 2.47074, -1.00691], [1.49100, 0.09558, -1.55808], [-0.37935, 2.53785, -0.67989], [2.20679, 2.28880, -0.05007]],
  "forces_ev_per_a": [[0.3, 1.1, -0.6], [1.0, -0.9, 0.3], [-2.6, 0.2, 0.3], [2.5, -3.1, 1.1], [-0.9, -2.7, -1.1], [0.8, 0.7, 0.7], [-0.3, 0.3, 1.0], [-0.2, 0.5, -0.2], [-0.4, 1.2, -0.1], [-0.4, 1.3, -1.1], [0.7, -0.2, -0.8], [-0.8, 1.1, 0.7], [-3.0, 3.1, 1.5], [3.8, -2.3, -1.6], [0.7, -0.6, -0.1], [0.5, -0.7, -0.4], [-1.7, 0.4, 0.3], [0.0, 0.4, 0.0]],
  "total_energy_ev": -7884.7469,
  "smiles": "C/C=C\\C.C1=CN1",
  "e_homo_ev": -8.01
}

{
  "formula": "CH6N4O",
  "method": "ωB97M-V/def2-TZVPD",
  "elements": ["N", "N", "N", "C", "N", "O", "H", "H", "H", "H", "H", "H"],
  "coordinates": [[-1.68057, 0.64306, -0.72587], [-0.86926, 1.20172, 0.36209], [-0.07378, 0.17078, 0.85722], [0.86490, -0.35831, -0.06459], [1.37168, -1.57726, 0.31512], [1.37562, 0.32445, -0.92858], [-1.21639, 0.59984, -1.63540], [-2.46291, 1.27746, -0.82979], [-0.20306, 1.87555, -0.03609], [-0.58397, -0.45561, 1.46325], [2.30339, -1.77426, -0.01233], [1.17435, -1.92742, 1.23499]],
  "forces_ev_per_a": [[-0.3, 0.6, 0.4], [-0.2, -0.2, -1.2], [0.6, -0.2, -0.8], [1.0, 0.5, 2.1], [-0.1, -0.2, -0.3], [-0.8, -0.2, -0.5], [0.4, 0.2, 0.4], [-0.1, -0.1, 0.1], [-0.3, -0.3, 0.2], [0.0, 0.0, -0.3], [-0.1, 0.1, -0.1], [-0.1, 0.0, 0.1]],
  "total_energy_ev": -9141.3061,
  "smiles": "NNNC(N)=O",
  "e_homo_ev": -9.69
}

{
  "formula": "C4H9N2S",
  "method": "ωB97M-V/def2-TZVPD",
  "elements": ["C", "C", "C", "C", "N", "N", "S", "H", "H", "H", "H", "H", "H", "H", "H", "H"],
  "coordinates": [[0.34570, -0.92818, 0.00733], [-1.06769, 0.98988, -0.93641], [0.34576, 0.45620, -0.47177], [0.86521, 1.25637, 0.84721], [-1.67027, -1.32236, 0.05578], [1.19047, -1.87600, 0.03147], [-2.18351, 0.17268, 0.25546], [-1.33224, 1.98078, -0.81716], [-1.18149, 0.70535, -1.95214], [0.98107, 0.77527, -1.21030], [1.36804, 2.02310, 0.46065], [1.40313, 0.49807, 1.33330], [-0.08770, 1.56900, 1.39164], [-1.92893, -1.85471, 0.87048], [2.06261, -1.74446, -0.41861], [0.88984, -2.70099, 0.55308]],
  "forces_ev_per_a": [[-3.5, 0.3, -1.1], [0.1, -3.7, 1.3], [-1.5, 0.9, 2.8], [-5.0, -3.0, -0.1], [3.5, -0.4, -0.9], [-1.3, 0.3, 0.7], [-1.2, 2.3, -0.4], [0.3, 2.4, 0.3], [-0.6, -0.4, -0.9], [1.9, -0.1, -2.0], [2.3, 3.2, -0.9], [1.2, 0.0, 1.5], [1.7, -0.4, -0.3], [-0.1, -0.5, 0.7], [1.3, -0.5, -0.3], [0.8, -0.1, -0.5]],
  "total_charge": 1,
  "total_energy_ev": -18098.6621,
  "e_homo_ev": [-12.59, -12.57]
}

{
  "formula": "C2H3O4S2",
  "method": "ωB97M-V/def2-TZVPD",
  "elements": ["C", "C", "O", "O", "O", "O", "S", "S", "H", "H", "H"],
  "coordinates": [[0.21378, 0.73016, -0.11838], [-0.03318, 0.45297, 1.42989], [1.43130, -0.28784, -2.56188], [-0.80206, 3.05707, -0.46881], [1.31721, 2.32722, -1.71946], [0.57498, 1.39402, -4.14878], [-0.23096, 1.99327, -1.30026], [1.62760, 1.05284, -3.18606], [1.10750, 0.15816, -0.46443], [-0.62831, 1.04583, 2.09401], [0.69243, -0.31330, 1.65869]],
  "forces_ev_per_a": [[0.9, -0.7, 0.3], [0.3, 0.1, -2.3], [0.1, 1.4, -0.5], [-0.3, 1.0, 0.2], [-1.6, -0.7, -0.1], [0.4, -0.1, 0.5], [1.1, -0.8, 1.1], [0.4, -1.0, -0.6], [-1.0, 0.5, 0.1], [0.1, 0.1, 0.2], [-0.3, 0.0, 1.0]],
  "total_charge": -1,
  "s2": 2.0077,
  "total_energy_ev": -31979.2095,
  "multiplicity": 3,
  "e_homo_ev": [-3.43, -4.84]
}

Which formula does entry 5 have? C4H9N2S

Please write out number 5 again, unchanged.
{
  "formula": "C4H9N2S",
  "method": "ωB97M-V/def2-TZVPD",
  "elements": ["C", "C", "C", "C", "N", "N", "S", "H", "H", "H", "H", "H", "H", "H", "H", "H"],
  "coordinates": [[0.34570, -0.92818, 0.00733], [-1.06769, 0.98988, -0.93641], [0.34576, 0.45620, -0.47177], [0.86521, 1.25637, 0.84721], [-1.67027, -1.32236, 0.05578], [1.19047, -1.87600, 0.03147], [-2.18351, 0.17268, 0.25546], [-1.33224, 1.98078, -0.81716], [-1.18149, 0.70535, -1.95214], [0.98107, 0.77527, -1.21030], [1.36804, 2.02310, 0.46065], [1.40313, 0.49807, 1.33330], [-0.08770, 1.56900, 1.39164], [-1.92893, -1.85471, 0.87048], [2.06261, -1.74446, -0.41861], [0.88984, -2.70099, 0.55308]],
  "forces_ev_per_a": [[-3.5, 0.3, -1.1], [0.1, -3.7, 1.3], [-1.5, 0.9, 2.8], [-5.0, -3.0, -0.1], [3.5, -0.4, -0.9], [-1.3, 0.3, 0.7], [-1.2, 2.3, -0.4], [0.3, 2.4, 0.3], [-0.6, -0.4, -0.9], [1.9, -0.1, -2.0], [2.3, 3.2, -0.9], [1.2, 0.0, 1.5], [1.7, -0.4, -0.3], [-0.1, -0.5, 0.7], [1.3, -0.5, -0.3], [0.8, -0.1, -0.5]],
  "total_charge": 1,
  "total_energy_ev": -18098.6621,
  "e_homo_ev": [-12.59, -12.57]
}